(1)
Density functional theory data (ωB97M-V/def2-TZVPD) for 7 unconnected molecules or ions with the total composition C20H51O20S6.

Last column: Löwdin spin population.
CARTESIAN COORDINATES (ANGSTROEM)
1 C 0.830 0.673 -0.200  0.000
2 C 0.172 0.906 1.134  0.077
3 C -1.143 1.788 0.838  0.068
4 O -0.062 -0.279 1.834  0.821
5 H 1.711 0.093 0.073  0.000
6 H 1.109 1.568 -0.757  0.000
7 H 0.294 0.081 -0.942  0.000
8 H 0.784 1.610 1.697  0.025
9 H -0.898 2.829 0.629  0.003
10 H -1.866 1.625 1.638  0.000
11 H -1.507 1.420 -0.121  0.002
12 C 1.382 5.039 0.801  0.000
13 C 0.654 6.368 0.510  0.000
14 O 0.660 6.553 -0.866  0.000
15 S 1.110 5.170 -1.725  0.000
16 O 2.477 5.313 -2.244  0.000
17 O 0.024 4.742 -2.615  0.000
18 O 1.070 4.277 -0.357  0.000
19 H 0.882 4.598 1.664  0.000
20 H 2.387 5.316 1.118  0.000
21 H 1.135 7.276 0.873  0.000
22 H -0.392 6.326 0.814  0.000
23 O -2.275 -1.563 7.142  0.000
24 S -1.820 -1.452 5.768  0.000
25 O -0.605 -2.107 5.356  0.000
26 O -3.078 -1.909 4.808  0.000
27 C -2.895 -2.214 3.507  0.001
28 C -4.097 -1.863 2.709  0.000
29 C -1.614 0.353 5.466  0.000
30 H -2.688 -3.276 3.372  0.000
31 H -1.979 -1.835 3.054  0.001
32 H -5.028 -2.275 3.097  0.000
33 H -4.047 -2.167 1.664  0.000
34 H -4.231 -0.785 2.614  0.000
35 H -0.634 0.631 5.854  0.000
36 H -2.510 0.916 5.727  0.000
37 H -1.449 0.372 4.389  -0.001
38 O 4.048 -1.263 2.555  0.000
39 S 4.828 -0.035 2.411  0.000
40 O 6.093 0.074 3.113  0.000
41 O 4.972 0.271 0.722  0.000
42 C 5.206 1.595 0.214  0.000
43 C 4.306 1.827 -0.980  0.000
44 C 3.730 1.365 2.967  0.000
45 H 6.253 1.676 -0.077  0.000
46 H 5.164 2.413 0.933  0.000
47 H 4.116 0.847 -1.418  0.000
48 H 4.870 2.514 -1.611  0.000
49 H 3.323 2.194 -0.685  0.000
50 H 4.373 2.211 3.210  0.000
51 H 3.177 0.982 3.825  0.000
52 H 3.041 1.610 2.159  0.001
53 O 2.453 -3.230 -0.099  0.000
54 S 3.068 -3.111 -1.441  0.000
55 O 3.147 -4.239 -2.440  0.000
56 O 2.274 -1.781 -2.160  0.000
57 C 2.416 -1.658 -3.566  0.000
58 C 1.978 -0.276 -3.990  0.000
59 C 4.679 -2.338 -1.309  0.000
60 H 1.775 -2.408 -4.029  0.000
61 H 3.448 -1.901 -3.819  0.000
62 H 2.504 0.568 -3.542  0.000
63 H 0.913 -0.063 -3.904  0.000
64 H 2.148 -0.232 -5.065  0.000
65 H 5.009 -2.628 -0.311  0.000
66 H 4.655 -1.252 -1.401  0.000
67 H 5.288 -2.913 -2.007  0.000
68 O -6.643 -0.369 -0.251  0.000
69 S -5.282 0.163 -0.415  0.000
70 O -4.099 -0.689 -0.607  0.000
71 O -5.373 1.158 -1.718  0.000
72 C -4.148 1.450 -2.385  0.000
73 C -4.399 2.690 -3.251  0.000
74 C -4.931 1.409 0.864  0.001
75 H -3.880 0.569 -2.968  0.000
76 H -3.362 1.668 -1.662  0.000
77 H -4.824 3.549 -2.733  0.000
78 H -5.271 2.571 -3.894  0.000
79 H -3.483 2.949 -3.783  0.000
80 H -5.651 2.209 0.694  0.000
81 H -4.007 1.973 0.739  0.001
82 H -5.017 1.061 1.894  0.000
83 O -2.893 -4.781 -0.221  0.000
84 S -1.480 -4.311 -0.168  0.000
85 O -0.764 -4.153 1.112  0.000
86 O -0.569 -5.150 -1.225  0.000
87 C -1.061 -5.270 -2.561  0.000
88 C 0.100 -5.884 -3.306  0.000
89 C -1.463 -2.638 -0.973  0.000
90 H -1.246 -4.254 -2.910  0.000
91 H -1.969 -5.847 -2.737  0.000
92 H 0.965 -5.232 -3.431  0.000
93 H -0.205 -5.975 -4.348  0.000
94 H 0.320 -6.911 -3.012  0.000
95 H -2.287 -2.626 -1.688  0.000
96 H -0.474 -2.413 -1.373  0.000
97 H -1.720 -1.853 -0.262  0.001

Results
2S+1: 2
E_LUMO (alpha / beta) in eV: -0.4 / -2.1
Expectation value of S²: 0.755
HOMO (alpha / beta) in eV: -10.57 / -10.56
Frontier orbital gap (alpha / beta) in Eh: 0.373 / 0.312

(2)
Density functional theory data (ωB97M-V/def2-TZVPD) for a molecular structure, C5H8.

Last column: Löwdin charge in e.
CARTESIAN COORDINATES (ANGSTROEM)
1 C -1.442 -1.218 -0.360  -0.123
2 C -1.493 -0.367 0.679  -0.070
3 C -0.313 -0.124 -0.848  -0.226
4 C 0.593 0.763 0.049  -0.222
5 C 1.851 0.492 0.380  0.002
6 H -0.976 -2.195 -0.309  0.053
7 H -1.090 -0.404 1.693  0.094
8 H -1.961 0.601 0.517  0.081
9 H -0.707 0.545 -1.611  0.102
10 H 0.462 -0.720 -1.307  0.104
11 H 0.326 1.816 0.047  0.099
12 H 2.367 1.200 1.000  0.048
13 H 2.383 -0.390 0.071  0.058

Results
Energy above the lowest of the compared OMol25 structures with the same formula, charge and spin in kcal/mol: 113.0
E_LUMO in eV: 0.8
HOMO in eV: -7.87
Frontier orbital gap in Eh: 0.320

(3)
Density functional theory data (ωB97M-V/def2-TZVPD) for a single C23H25NO7 molecule.

Last column: Löwdin charge in e.
CARTESIAN COORDINATES (ANGSTROEM)
1 C 2.655 0.177 -5.001  -0.057
2 C 1.225 -0.283 -5.256  -0.212
3 O 0.636 -0.830 -4.081  -0.016
4 C 0.071 0.038 -3.224  -0.442
5 O 0.028 1.232 -3.430  0.089
6 C -0.489 -0.619 -2.046  -0.036
7 C -1.214 0.049 -1.057  -0.204
8 C -1.535 1.486 -0.919  0.011
9 N -1.581 -0.854 -0.137  0.157
10 C -1.112 -2.112 -0.474  -0.123
11 C -1.226 -3.283 0.358  -0.311
12 O -0.994 -4.413 -0.028  0.094
13 C -1.683 -3.108 1.821  -0.258
14 C -3.185 -3.353 1.923  -0.003
15 O -1.416 -1.815 2.368  0.024
16 C -0.147 -1.389 2.311  -0.410
17 O 0.775 -2.049 1.899  0.162
18 C -0.042 0.011 2.740  -0.093
19 O -0.983 0.527 3.579  0.127
20 C -0.685 1.835 3.732  -0.190
21 C -1.356 2.770 4.507  0.008
22 C -0.868 4.060 4.493  -0.079
23 C 0.252 4.413 3.733  -0.083
24 C 0.922 3.486 2.968  -0.002
25 C 0.452 2.174 2.969  -0.097
26 C 0.860 0.959 2.335  -0.041
27 C 1.944 0.801 1.325  -0.143
28 O 1.550 1.528 0.175  -0.188
29 C 2.386 1.315 -0.932  -0.098
30 C -0.427 -1.988 -1.682  -0.113
31 C 0.255 -3.081 -2.414  -0.011
32 H 3.250 -0.645 -4.610  0.078
33 H 2.660 0.990 -4.279  0.068
34 H 3.097 0.526 -5.929  0.077
35 H 1.199 -1.090 -5.991  0.124
36 H 0.616 0.559 -5.603  0.121
37 H -2.430 1.632 -0.317  0.086
38 H -1.662 1.935 -1.900  0.081
39 H -0.696 1.987 -0.434  0.080
40 H -2.128 -0.647 0.684  0.161
41 H -1.136 -3.861 2.404  0.166
42 H -3.406 -4.355 1.567  0.093
43 H -3.507 -3.257 2.956  0.088
44 H -3.730 -2.634 1.315  0.086
45 H -2.220 2.492 5.088  0.117
46 H -1.363 4.818 5.080  0.104
47 H 0.593 5.437 3.752  0.102
48 H 1.782 3.756 2.376  0.117
49 H 2.895 1.196 1.716  0.140
50 H 2.076 -0.262 1.084  0.124
51 H 3.399 1.693 -0.747  0.093
52 H 1.934 1.856 -1.761  0.084
53 H 2.446 0.248 -1.181  0.095
54 H 1.259 -2.777 -2.699  0.083
55 H -0.289 -3.310 -3.329  0.096
56 H 0.293 -3.974 -1.796  0.072

Results
Structure (SMILES): CCOC(=O)c1c(C)[nH]c(C(=O)[C@H](C)OC(=O)c2oc3ccccc3c2COC)c1C
Energy above the lowest of the compared OMol25 structures with the same formula, charge and spin in kcal/mol: 0.0
E_LUMO in eV: 0.0
HOMO in eV: -8.38
Frontier orbital gap in Eh: 0.309

(4)
Density functional theory data (ωB97M-V/def2-TZVPD) for 2 unconnected molecules or ions with the total composition C29H29.

Last column: Löwdin charge in e.
CARTESIAN COORDINATES (ANGSTROEM)
1 C -2.765 -2.653 2.686  -0.039
2 C -2.638 -1.773 1.449  -0.444
3 C -1.181 -1.470 1.177  -0.055
4 C -3.509 -2.304 0.243  -0.219
5 C -4.707 -1.549 0.849  -0.081
6 C -3.667 -0.566 1.446  -0.176
7 C -3.281 0.405 0.355  -0.269
8 C -3.404 1.856 0.646  -0.046
9 C -2.896 -0.145 -0.822  -0.087
10 C -3.089 -1.611 -1.068  -0.150
11 H -3.796 -2.929 2.933  0.084
12 H -2.194 -3.581 2.556  0.087
13 H -2.336 -2.150 3.562  0.087
14 H -1.005 -0.845 0.288  0.066
15 H -0.745 -0.936 2.035  0.092
16 H -0.613 -2.401 1.027  0.083
17 H -3.592 -3.393 0.202  0.140
18 H -5.440 -1.164 0.132  0.123
19 H -5.237 -2.099 1.628  0.105
20 H -3.920 -0.114 2.407  0.140
21 H -3.677 1.987 1.704  0.077
22 H -2.467 2.405 0.446  0.080
23 H -4.194 2.329 0.038  0.090
24 H -2.510 0.482 -1.644  0.117
25 H -2.203 -2.106 -1.497  0.112
26 H -3.897 -1.731 -1.809  0.123
27 C 1.806 0.555 -0.640  0.080
28 C 2.153 -0.841 -0.803  -0.123
29 C 1.967 -1.766 0.250  -0.017
30 C 2.471 -3.059 0.166  -0.032
31 C 3.180 -3.478 -0.969  -0.018
32 C 3.389 -2.571 -2.016  -0.038
33 C 2.872 -1.282 -1.951  0.013
34 C 1.820 1.505 -1.740  -0.106
35 C 2.160 2.797 -1.220  -0.093
36 C 2.486 3.859 -2.058  0.022
37 C 2.361 3.673 -3.442  -0.014
38 C 1.975 2.421 -3.962  -0.034
39 C 1.726 1.329 -3.122  0.002
40 C 2.265 2.689 0.222  -0.096
41 C 2.002 1.319 0.592  -0.076
42 C 2.208 0.957 1.926  0.021
43 C 2.558 1.942 2.861  -0.036
44 C 2.829 3.269 2.474  -0.018
45 C 2.726 3.636 1.126  0.016
46 H 1.474 -1.452 1.167  0.082
47 H 2.308 -3.753 0.986  0.120
48 H 3.576 -4.487 -1.041  0.121
49 H 3.949 -2.867 -2.898  0.118
50 H 3.114 -0.570 -2.736  0.108
51 H 2.799 4.798 -1.603  0.122
52 H 2.569 4.518 -4.102  0.122
53 H 1.865 2.306 -5.040  0.117
54 H 1.490 0.346 -3.534  0.124
55 H 2.136 -0.077 2.255  0.107
56 H 2.627 1.680 3.918  0.117
57 H 3.136 4.022 3.203  0.123
58 H 2.968 4.637 0.763  0.124

Results
Net charge: +1
E_LUMO in eV: -6.0
HOMO in eV: -10.43
Frontier orbital gap in Eh: 0.162

Electronic energy per entry: -127519.030; -5309.267; -40079.999; -30535.512 eV
Max |F| per entry: 0.0900; 0.0359; 0.0231; 0.0343 hartree/bohr